# 1
Entry from the OMol25 dataset: C2H5N3O as an isolated structure at a distorted geometry (ωB97M-V/def2-TZVPD).

```
11
C2H5N3O (ωB97M-V/def2-TZVPD)
C 0.34389 -0.30102 0.57809
N 0.05443 0.13518 -0.71876
C 1.05556 -0.82515 -1.20742
N -1.66315 0.41739 0.38109
N -1.46053 1.25741 1.20824
O 1.90613 -0.47453 -1.99850
H 0.27323 1.10438 -0.92849
H -2.32421 1.61647 1.65324
H 1.07137 0.21643 1.19964
H -0.00675 -1.27172 0.91876
H 0.75004 -1.87485 -1.08589
```

Summary:
**Charge**: 0
**HOMO (spin up / spin down)**: -6.996 / -6.732 eV
**LUMO level (spin up / spin down)**: -0.8 / -1.0 eV
**E_tot**: -8665.3398 eV
**Relative energy (zero: lowest compared OMol25 entry of this formula, charge and spin)**: 801.1 kJ/mol

# 2
Entry from the OMol25 dataset: one molecule with the formula C2H5N3O at a distorted geometry (ωB97M-V/def2-TZVPD).

```
11
C2H5N3O (ωB97M-V/def2-TZVPD)
N -2.25607 1.83907 0.10748
C -1.61189 0.98042 -0.36177
N -0.99898 -0.08460 -0.82385
N -0.10213 -1.19331 0.16725
C 1.20349 -0.48007 0.17884
O 1.31477 0.64790 1.02436
H -1.53719 -0.67169 -1.55311
H -0.47338 -1.12684 1.09296
H 1.34395 -0.24420 -0.86399
H 1.94137 -1.06741 0.63570
H 1.17606 1.40073 0.39614
```

Summary:
**Charge**: 0
**HOMO**: -10.069 eV
**SMILES**: N#CNNCO
**LUMO level**: 0.2 eV
**E_tot**: -8669.6520 eV
**Relative energy (zero: lowest compared OMol25 entry of this formula, charge and spin)**: 385.0 kJ/mol

# 3
Entry from the OMol25 dataset: C2H5N3O as an isolated structure (ωB97M-V/def2-TZVPD).

```
11
C2H5N3O (ωB97M-V/def2-TZVPD)
N -1.70824 0.05654 -0.52637
C -0.90184 -0.52081 0.37845
O -1.30912 -1.37234 1.24764
N 0.39950 -0.34942 0.60013
C 1.27159 0.44886 -0.09908
N 2.51191 0.49657 0.17154
H -2.64023 -0.31132 -0.63153
H -1.32647 0.60763 -1.27805
H -0.06334 -1.23833 1.50664
H 0.79776 1.03563 -0.90511
H 2.96847 1.14699 -0.46428
```

Summary:
**Charge**: 0
**HOMO**: -9.333 eV
**LUMO level**: 0.6 eV
**E_tot**: -8671.5939 eV
**Relative energy (zero: lowest compared OMol25 entry of this formula, charge and spin)**: 197.7 kJ/mol

# 4
Entry from the OMol25 dataset: a 2-piece molecular cluster, C2H5N3O2S overall at a distorted geometry (ωB97M-V/def2-TZVPD).

```
13
C2H5N3O2S (ωB97M-V/def2-TZVPD)
C -0.52724 -1.09066 0.02856
C -1.62536 1.07510 0.01619
N 2.06441 0.83238 -0.16154
N -0.17781 -2.22972 -0.18573
N -1.65081 -0.40329 0.11292
O 4.49613 0.51656 0.20727
O 0.80779 0.41340 -0.07631
S 3.18178 -0.14351 0.08099
H -1.23885 1.27962 -1.02801
H -2.57506 1.57684 0.26072
H -0.82565 1.61361 0.71863
H 0.59180 -2.68835 -0.47457
H -2.52112 -0.75200 0.50086
```

Summary:
**Charge**: 0
**HOMO**: -8.489 eV
**LUMO level**: -0.5 eV
**E_tot**: -21549.5509 eV
**Relative energy (zero: lowest compared OMol25 entry of this formula, charge and spin)**: 613.9 kJ/mol

# 5
Entry from the OMol25 dataset: a 3-piece molecular cluster, C2H5N3O3 overall at a distorted geometry (ωB97M-V/def2-TZVPD).

```
13
C2H5N3O3 (ωB97M-V/def2-TZVPD)
C 1.03194 0.02241 0.97397
C 0.31887 -1.13275 -0.91526
H -0.18750 2.23052 2.58963
H 1.68817 -0.95087 1.25963
H -1.71662 0.86525 0.97415
H 0.74132 -2.18228 -0.32663
H -0.97527 -0.30352 -3.34634
N 1.01642 1.15293 1.67363
N 0.01384 -0.08720 -0.06467
N -0.02650 -1.22637 -2.15953
O 0.24399 2.22255 1.27918
O -1.25118 -0.44339 0.48804
O -0.89750 -0.16727 -2.42579
```

Summary:
**Charge**: 0
**HOMO**: -9.375 eV
**LUMO level**: -0.9 eV
**E_tot**: -12756.1126 eV
**Relative energy (zero: lowest compared OMol25 entry of this formula, charge and spin)**: 1108.5 kJ/mol

# 6
Entry from the OMol25 dataset: C2H5N3O3 as an isolated structure at a distorted geometry (ωB97M-V/def2-TZVPD).

```
13
C2H5N3O3 (ωB97M-V/def2-TZVPD)
C 0.40587 -0.13622 -0.61835
C -1.80558 -0.42144 1.55164
H 2.98702 1.61329 0.66553
H 2.00859 0.43560 -2.02040
H -0.46780 0.29232 -2.22708
H -1.51182 -1.20219 -0.35727
H -0.77678 0.03558 2.51335
N 1.68152 0.30532 -0.90240
N -0.80982 -0.13730 -1.30083
N -1.02327 -1.34865 0.68245
O 1.97932 1.64889 -0.15925
O 0.31153 -0.63410 0.56140
O -2.97876 -0.45109 1.61120
```

Summary:
**Charge**: 0
**HOMO**: -9.941 eV
**LUMO level**: -0.6 eV
**E_tot**: -12759.1679 eV
**Relative energy (zero: lowest compared OMol25 entry of this formula, charge and spin)**: 813.7 kJ/mol

# 7
Entry from the OMol25 dataset: one molecule with the formula C2H5N3O3 at a distorted geometry (ωB97M-V/def2-TZVPD).

```
13
C2H5N3O3 (ωB97M-V/def2-TZVPD)
C 0.08150 0.47153 -0.12880
C 0.84823 -0.59623 1.92401
N 0.01503 1.55933 -0.78639
N -0.52500 -0.59088 -0.50240
N -1.12004 -0.91602 -1.62900
O 0.82082 0.64206 0.95933
O -1.00076 0.13379 -2.35164
O -1.62300 -1.99934 -1.91518
H 1.86338 -0.44695 2.28671
H 0.17673 -0.38090 2.91982
H 0.73177 -1.64859 1.60742
H -0.46044 1.22430 -1.68543
H 0.19179 2.54791 -0.69844
```

Summary:
**Charge**: 0
**HOMO (spin up / spin down)**: -6.650 / -10.022 eV
**LUMO level (spin up / spin down)**: 0.7 / -3.3 eV
**E_tot**: -12758.5678 eV
**Relative energy (zero: lowest compared OMol25 entry of this formula, charge and spin)**: 84.2 kJ/mol
**Spin multiplicity**: 3

# 8
Entry from the OMol25 dataset: one molecule with the formula C2H5N3O4 at a distorted geometry (ωB97M-V/def2-TZVPD).

```
14
C2H5N3O4 (ωB97M-V/def2-TZVPD)
N 1.71920 -0.02994 -0.40525
N 0.76983 0.81156 0.24741
C -0.52408 1.24636 0.16869
O -0.67083 2.41910 0.53496
C -1.87561 0.60898 -0.17000
O -2.82596 1.55145 -0.29165
N -2.24676 -0.63064 -0.19045
O -3.38570 -1.08087 -0.30492
O -1.21097 -1.57995 -0.06579
H 1.97279 -0.78924 0.22425
H 1.27076 -0.47486 -1.21091
H 1.29772 1.58253 0.65169
H -2.38487 2.39676 -0.03396
H -1.67742 -2.42947 0.03936
```

Summary:
**Charge**: 0
**HOMO**: -8.814 eV
**SMILES**: NNC(=O)/C(O)=[N+](/[O-])O
**LUMO level**: 0.1 eV
**E_tot**: -14810.5532 eV
**Relative energy (zero: lowest compared OMol25 entry of this formula, charge and spin)**: 286.9 kJ/mol